1.
This record from OMol25 describes a molecular structure, C24H26AuF3N4O2. The level of theory is wB97M-V/def2-TZVPD.

Structure (XYZ):
```
60
Properties=species:S:1:pos:R:3:forces:R:3
Au -0.35976 0.30331 -0.00782 0.2535 -0.1074 0.6410
F 2.64731 -0.57804 -2.96188 0.0743 -0.0207 0.0533
F 2.12400 -2.02111 -1.43071 0.0599 -0.0212 -0.0362
F 4.16869 -1.87211 -2.12452 -0.1025 0.0254 0.0073
O 4.52245 0.21613 -0.48947 0.0441 -0.0829 0.1052
O 2.28688 0.44454 -0.27201 -0.1557 0.0240 0.0704
N 0.18055 0.55890 1.96081 0.0157 -0.0924 -0.1444
N -0.53077 0.27826 -1.98547 -0.2077 0.1087 -0.0413
N -0.49460 2.29007 0.19083 -0.1035 0.0168 -0.2859
N -0.77415 -1.68348 -0.29330 -0.0145 -0.0340 -0.2273
C -0.57590 -0.93926 -2.52847 0.0006 -0.0932 -0.0536
C -0.68053 2.67896 1.45922 0.0158 0.0014 0.0164
C 1.22828 -0.25756 2.60020 0.0275 0.0515 -0.0177
C 0.01360 1.79155 2.39684 -0.0171 0.0506 0.0830
C 0.24775 3.36270 4.35622 -0.0181 0.0346 0.0243
C 3.09492 -1.14714 -1.80675 0.0260 -0.0289 0.0503
C 0.60421 2.27798 3.59362 -0.0032 -0.0224 -0.0580
C -1.04897 -2.31661 2.15145 -0.0112 -0.0040 0.0337
C -1.15882 2.94906 -0.91545 0.0291 0.0216 0.0026
C -1.58931 -3.18771 -1.98388 -0.0323 -0.0347 -0.0560
C -1.54322 4.44203 3.04500 -0.0133 0.0023 -0.0253
C 0.11416 1.41213 -2.64243 0.0627 0.0231 0.0349
C 0.38032 -2.64605 2.56272 -0.0049 -0.0395 -0.0493
C -1.66172 -3.80543 -3.22285 -0.0084 -0.0033 0.0773
C -1.10437 -3.44742 -4.43373 0.0431 0.0548 -0.0503
C -0.96802 -1.98987 -1.58012 0.0513 0.0815 -0.0451
C -1.47507 3.76523 1.82843 0.0102 -0.0034 0.0254
C 1.41446 -1.65610 2.04945 0.0592 -0.0263 0.0369
C -0.19449 -1.18249 -3.86211 0.0234 0.0512 0.1114
C -0.77028 4.30139 4.17310 0.0242 -0.0137 0.0225
C 3.35211 -0.04898 -0.71631 0.0432 0.1298 -0.2343
C -0.40511 -2.27555 -4.67641 -0.0386 -0.0825 -0.0304
C -0.39564 2.80493 -2.22639 -0.0106 -0.0174 -0.0168
C -1.33192 -2.60979 0.69235 -0.0471 0.0243 -0.0204
H -2.18291 2.56718 -1.01819 0.0077 0.0013 -0.0026
H -1.21384 -4.14033 -5.25744 -0.0017 -0.0008 0.0009
H -2.06353 -3.75217 -1.19761 -0.0223 0.0149 0.0090
H -2.20356 -4.74532 -3.21524 0.0005 0.0004 -0.0049
H 1.41779 1.68707 3.98532 0.0053 -0.0011 -0.0038
H -2.28152 5.23611 3.07473 -0.0007 0.0017 0.0010
H 0.62615 -3.64638 2.19277 -0.0045 -0.0133 0.0314
H -1.04683 3.20508 -3.00609 -0.0106 -0.0100 0.0031
H -1.30809 -1.28384 2.39221 0.0042 0.0006 0.0170
H 0.44295 -2.70012 3.65380 -0.0029 0.0511 0.0050
H 2.40481 -1.97988 2.37912 0.0011 -0.0072 -0.0196
H -1.23073 4.01889 -0.71275 0.0032 0.0020 -0.0015
H -2.12556 4.15323 1.05792 -0.0044 -0.0074 -0.0156
H -1.73826 -2.94090 2.72601 0.0073 -0.0178 -0.0159
H -0.01661 1.32906 -3.71842 -0.0368 0.0161 -0.0145
H 2.16685 0.28911 2.47421 0.0021 -0.0131 0.0113
H 0.47811 3.45635 -2.18075 -0.0023 0.0033 -0.0250
H 0.82823 3.48013 5.26514 0.0013 0.0010 0.0005
H 0.01469 -2.17584 -5.67153 0.0010 -0.0032 0.0009
H 1.00580 -0.32915 3.67057 -0.0141 0.0071 -0.0017
H -0.93884 5.00231 4.97993 -0.0023 0.0017 0.0005
H 0.36566 -0.38791 -4.32836 0.0044 -0.0029 0.0118
H -2.41966 -2.65274 0.54895 0.0084 0.0062 -0.0050
H 1.18206 1.33905 -2.42831 0.0080 -0.0040 -0.0124
H -0.94241 -3.61010 0.47271 0.0019 -0.0059 0.0196
H 1.46220 -1.63137 0.96118 -0.0292 0.0057 0.0070
```
Forces are in eV/Å.

Output
HOMO-LUMO gap	6.9	eV
net charge	0
energy relative to the best compared isomer or geometry (same formula, charge and spin)	2.0	kcal/mol
calculated total energy	-47207.75564	eV
lowest unoccupied orbital energy	-0.5896	eV


2.
This record from OMol25 describes a molecular structure, C24H26CaN4Si. The level of theory is wB97M-V/def2-TZVPD.

Structure (XYZ):
```
56
Properties=species:S:1:pos:R:3:forces:R:3
Ca -2.80514 -0.26612 -0.57963 0.4955 -1.4032 -0.0493
Si 2.76445 0.61324 0.07009 0.5424 0.8995 1.2087
N -3.97983 2.26294 2.77437 0.6099 -0.1258 -0.0639
N -6.34597 0.98346 1.56200 -0.3677 0.6972 0.9787
N -5.10952 -0.02443 0.03298 -0.1379 0.7790 0.9950
N -2.60108 1.11511 1.44354 -0.7858 0.2130 0.5113
C -2.68257 2.58590 3.16298 -0.1340 -0.7438 -0.7919
C -3.89591 1.36746 1.73868 0.0745 0.3031 0.0938
C 3.71238 1.65937 -3.91103 -0.2062 -0.5591 0.1653
C 3.23690 0.94218 -2.79811 0.0905 0.5345 0.2786
C 4.94629 -1.12428 -0.25421 0.3086 -0.5337 0.2995
C 3.27966 -1.92613 1.29775 -0.0437 -0.1966 0.0796
C 4.21585 2.95268 -3.76734 -0.1292 -0.0843 0.3093
C 3.71834 -0.93831 0.40912 0.5178 -0.5895 -0.5696
C -1.61262 -2.60083 -1.19502 -0.4938 0.0581 0.0318
C 1.52416 1.00155 1.57855 -1.8708 1.0192 3.3039
C 5.28889 -3.20941 0.91304 0.1235 -0.2130 0.0232
C -6.44143 -0.37263 -0.15859 0.5928 0.4623 0.2918
C -2.36370 -2.90322 -0.02235 -0.1503 0.1465 -0.4782
C -1.85081 1.85794 2.35519 -1.1414 0.1564 -0.0834
C -3.84905 -2.50390 -1.72870 0.0445 0.0019 0.1756
C 4.29295 3.52090 -2.49747 -0.2974 -0.2807 0.4704
C -7.21545 0.26454 0.76799 0.0468 -0.2585 -0.2451
C -5.08285 0.78880 1.11613 0.3166 -0.3387 -0.8868
C 4.04947 -3.07278 1.52989 -0.3165 0.6136 -0.0619
C 3.24801 1.52088 -1.50002 0.5449 0.5969 -1.1130
C -2.53946 -2.34930 -2.25075 0.1898 -0.0110 0.3245
C 5.75577 -2.24684 0.03047 -0.9891 0.9212 -0.1016
C -3.74252 -2.84070 -0.35370 0.2910 -0.0207 -0.2983
C 3.78679 2.82609 -1.37865 0.1176 -0.2205 -0.5700
H -2.46536 3.28077 3.94467 -0.0200 0.1261 0.2206
H 3.71905 1.17581 -4.89791 -0.1114 0.2862 0.4336
H -0.77853 1.81767 2.39278 -0.0192 -0.0117 -0.0769
H 2.30844 -1.79376 1.80687 0.5866 -0.2139 -0.3026
H -8.28311 0.27333 0.92851 0.1911 -0.0268 0.0094
H 6.71840 -2.33131 -0.44559 0.1500 -0.1644 -0.0799
H 3.32203 1.56721 1.10880 2.0589 0.4407 -0.8286
H -4.81771 2.64430 3.17709 0.0931 -0.0127 0.0170
H 2.84763 -0.07811 -2.93007 0.1999 0.4673 0.0399
H 1.63355 0.21259 2.37113 -0.0405 0.5573 -0.5711
H -4.57026 -3.10202 0.30122 0.1996 0.1842 -0.1016
H 4.51608 3.52556 -4.64104 0.1657 -0.1794 0.1237
H -4.77439 -2.46838 -2.30290 0.2570 0.1010 0.1464
H -0.53431 -2.65720 -1.28973 -0.1481 0.1616 0.0409
H -6.60409 1.56444 2.36848 0.0705 -0.6734 -0.7754
H 3.67280 -3.84081 2.19668 0.1071 0.0213 -0.0165
H -6.73041 -1.05783 -0.94371 0.0288 0.1841 0.1235
H -1.96031 -3.23212 0.92820 0.0037 0.1751 -0.0965
H 3.82786 3.30830 -0.39501 0.0511 -0.3272 -0.3183
H 1.77191 1.98629 1.98355 0.3982 0.0533 0.5098
H 5.89483 -4.08679 1.11432 -0.0403 0.0349 0.0156
H 0.46305 1.16190 1.35726 0.0077 -0.8091 -0.3412
H 4.77324 4.49301 -2.35288 -0.3375 -0.2277 -0.1052
H -2.28165 -2.15878 -3.29004 -0.0544 -0.0291 0.2344
H 5.29093 -0.39590 -1.00309 -0.1559 -0.2632 0.4528
H 1.33835 0.30772 0.12523 -1.4847 -1.6780 -2.9815
```
Forces are in eV/Å.

Output
HOMO-LUMO gap (spin up / spin down)	4.5 / 2.4	eV
net charge	0
calculated total energy	-57581.82087	eV
lowest unoccupied orbital energy (spin up / spin down)	-0.5988 / -1.2420	eV